[1]
ORCA calculation (ωB97M-V/def2-TZVPD) on a molecular structure, C26H30AlBrCl2F7ILiN2O7.

Structure (XYZ):
```
78
C26H30AlBrCl2F7ILiN2O7 (ωB97M-V/def2-TZVPD)
I -1.01934 -2.16095 -3.00862
Br 1.62863 -3.24616 -4.59217
Cl 2.40158 -3.28915 -2.36787
Cl -5.19120 0.52206 -2.98386
Al 6.18036 -4.82064 -2.08324
F -2.65822 4.21096 3.62715
F -6.85071 6.41837 4.06524
F -7.09133 0.06684 -1.19891
F -2.75071 6.35938 3.87879
F -5.06463 6.13746 5.25826
F -2.46852 5.51108 1.90847
F -6.92096 5.19018 5.84399
O -2.91770 -0.97235 -0.31338
O 7.46013 -4.47025 -5.20192
O -5.31224 4.65162 2.73074
O -5.85162 3.12914 4.31657
O 0.02928 4.70044 4.13924
O 4.25557 -7.26074 -0.48222
O -0.06256 6.43799 2.69043
N 1.99339 -1.10758 -1.98623
N 2.89707 1.79387 -0.92673
C -2.94505 0.71218 -2.54652
C 4.47824 -1.86345 -1.75251
C 2.99496 -7.02452 0.16023
C 3.33626 -0.72808 -1.60226
C -0.41590 -0.17585 -2.27236
C 0.46894 2.64587 -1.17224
C 1.11852 0.04444 -1.83542
C -0.60282 5.42734 3.41181
C -1.41674 0.99782 -2.14310
C 1.35350 6.62462 2.83303
C -6.15616 5.49937 4.77496
C -3.00873 0.51326 0.35802
C -1.01960 2.45436 -1.59192
C 6.95714 -4.93510 -6.34860
C -2.11530 5.37369 3.20640
C -6.06442 2.97451 1.13963
C 1.54343 1.45792 -1.31207
C 2.45846 -8.37689 0.58415
C 4.64990 -8.61804 -0.23620
C 3.78835 0.67646 -1.08848
C -3.74377 0.05318 -1.11592
C 2.11121 5.66891 1.93182
C 3.72926 -9.15321 0.84177
C 5.43239 -2.63806 -2.24702
C -4.87974 3.58696 1.86349
C -5.77957 4.27488 3.94236
Li -2.29546 -3.17715 -0.50329
H 2.32395 -6.50398 -0.52765
H 3.17619 -6.37919 1.02647
H 3.18487 5.86397 1.97772
H -4.19604 4.02971 1.13597
H 0.77215 3.68621 -0.76044
H 6.92871 -4.23578 -7.20700
H 1.77615 5.77068 0.89609
H -6.63058 3.74517 0.60949
H -1.85140 3.23662 -1.52128
H 1.93515 4.63013 2.22284
H -1.86792 0.46812 0.47662
H 3.60046 -10.23609 0.79261
H 5.70192 -8.64831 0.05693
H 4.53176 -9.17554 -1.17153
H 6.29035 -3.23988 -2.77070
H -4.31416 2.83423 2.41976
H 7.46520 -5.80715 -6.80572
H -6.75358 2.50066 1.84310
H 5.90778 -5.28968 -6.33438
H 1.65822 6.52059 3.87856
H 1.79472 -8.32004 1.44906
H 4.89297 0.82734 -0.81142
H -3.30796 -0.00734 1.33696
H -3.03358 -0.10432 -3.34955
H 1.90521 -8.83522 -0.24255
H 1.56675 7.65468 2.53702
H 4.12497 -8.89958 1.83119
H -4.96937 -0.03539 -1.13197
H -5.73279 2.22124 0.42060
H -3.54367 1.63110 -2.87029
```

As for the multiplicity: 1. As for the energy: -6385.21107 Eh. As for the total charge: -1.

Results of the Löwdin charge analysis, in e, for atoms 1 through 2:
1. I 0.827
2. Br 0.121

=====

[2]
ORCA calculation (ωB97M-V/def2-TZVPD) on 2 unconnected molecules or ions with the total composition C2H7N4OS.

Structure (XYZ):
```
15
C2H7N4OS (ωB97M-V/def2-TZVPD)
S 1.14163 -1.37732 2.08070
O 1.34073 2.36983 -1.59902
N -0.93014 -2.12977 0.27368
N 0.27063 -0.23385 1.26915
N -0.48471 1.08508 -1.11952
N -0.33340 -0.83418 0.15648
C 0.07136 2.18910 -1.46749
C -0.55918 -0.18737 -1.00507
H 1.61871 -0.51199 2.99383
H -1.01550 0.60232 1.91027
H 1.99928 1.64958 -1.55024
H -0.55456 3.07743 -1.41891
H -1.02373 -0.60862 -1.88304
H -1.35534 -2.22828 1.16040
H -0.18578 -2.86196 0.19879
```

As for the energy relative to the best compared isomer or geometry (same formula, charge and spin): 466.03 kJ/mol. As for the multiplicity: 1. As for the total charge: +1.

Results of the Löwdin charge analysis, in e, for atoms 1 through 2:
1. S 0.801
2. O 0.161

=====

[3]
ORCA calculation (ωB97M-V/def2-TZVPD) on a molecular structure, C17H13Cl2N5O.

Structure (XYZ):
```
38
C17H13Cl2N5O (ωB97M-V/def2-TZVPD)
Cl -0.93049 -4.25163 -2.02873
Cl 4.40615 -3.86632 -2.39058
O -2.32242 4.52840 4.27857
N -1.37121 -0.69862 -1.20995
N 0.10725 1.62370 -1.75477
N -0.02007 3.09147 0.01751
N -0.84159 2.68314 2.23693
N -1.83994 -1.03468 -0.23904
C 2.87883 -1.88796 -2.60493
C 1.54536 -1.25149 -2.66205
C -2.64350 4.70685 5.53912
C -0.52045 3.95580 5.13615
C -1.01739 -1.26537 -2.38214
C 1.59284 -3.83135 -2.16007
C 0.43325 -1.81315 -2.53715
C 0.48013 -3.28163 -2.20110
C 0.19123 2.57426 -1.06937
C -0.74132 4.02226 2.64314
C -0.63124 2.09114 0.98082
C -1.10208 4.07100 4.08946
C -0.80202 0.60373 -1.04161
C 2.79978 -3.01673 -2.37522
C -1.06676 0.93484 0.52029
C -1.49824 4.12018 6.24796
C -1.92300 -0.22012 0.81062
H 1.87535 -5.15446 -1.85482
H -1.41878 4.34445 7.31198
H -3.69599 5.26563 5.61861
H 0.95652 3.36093 -1.72974
H -1.17887 4.68965 1.94519
H 0.61951 3.60225 5.43268
H 0.57386 3.91232 2.64075
H 1.28784 -0.14168 -2.93796
H -1.45742 1.98528 2.81728
H -2.31538 -0.43745 1.82401
H -1.06007 -0.61295 -3.24708
H 3.53582 -1.10804 -2.97554
H -2.04447 -2.11768 -2.39844
```

As for the energy relative to the best compared isomer or geometry (same formula, charge and spin): 1564.16 kJ/mol. As for the multiplicity: 1. As for the total charge: 0.

Results of the Löwdin charge analysis, in e, for atoms 1 through 2:
1. Cl 0.722
2. Cl 0.598

=====

[4]
ORCA calculation (ωB97M-V/def2-TZVPD) on a molecular structure, C11H15N4.

Structure (XYZ):
```
30
C11H15N4 (ωB97M-V/def2-TZVPD)
N -1.26866 -0.04274 -1.46260
N -1.71658 0.63689 -0.51097
N 0.60625 -1.76792 0.82797
N -0.26429 0.97307 0.58234
C 0.95038 0.64284 0.02297
C -0.48499 2.37022 0.99349
C 2.78801 -0.95344 0.19405
C -1.25646 -2.30501 -0.62369
C 1.35085 -0.72569 0.33720
C -0.81876 -1.77711 0.81118
C 3.52480 0.00266 -0.36555
C 3.02340 1.21824 -0.91601
C 1.70085 1.60333 -0.62807
C -0.96590 -1.25026 -1.58558
C -2.78074 1.27696 -0.33020
H -1.28102 -0.84650 0.89290
H 1.10936 -2.38660 1.46832
H 1.27084 2.50927 -0.74736
H -0.88919 2.97710 0.15645
H -1.37377 2.18990 1.61217
H -2.95088 2.09582 0.35440
H -2.34647 -2.52515 -0.49632
H -3.62795 0.92458 -0.90033
H -1.22646 -2.47882 1.53534
H -0.71880 -3.18094 -0.77764
H 3.08841 -1.90156 0.59827
H -0.60887 -1.58537 -2.56356
H 0.46821 2.87180 1.49550
H 4.55534 -0.18121 -0.48116
H 3.74236 1.80107 -1.32648
```

As for the energy relative to the best compared isomer or geometry (same formula, charge and spin): 452.90 kJ/mol. As for the multiplicity: 1. As for the total charge: +1.

Results of the Löwdin charge analysis, in e, for atoms 1 through 2:
1. N 0.088
2. N -0.096

=====

[5]
ORCA calculation (ωB97M-V/def2-TZVPD) on a single C21H20ClN3O5S molecule.

Structure (XYZ):
```
51
C21H20ClN3O5S (ωB97M-V/def2-TZVPD)
Cl -5.89539 2.85121 1.58889
S 4.25950 0.69508 -0.36762
O -4.14371 -1.10912 0.81121
O 9.15918 -0.54009 -0.38908
O 7.59268 1.66757 1.34583
O 8.65048 1.36556 -1.43488
O -2.40573 -3.33842 0.71392
N 3.19407 0.74214 2.17029
N 1.93790 0.56429 1.84716
N 5.43396 1.21286 1.89379
C -1.96709 -2.05676 0.90660
C -0.03448 -0.66572 1.39559
C -4.53388 0.59944 -1.41289
C -0.86079 0.45591 1.40876
C 1.38835 -0.56154 1.62727
C 6.04168 1.06650 -0.40112
C -2.21706 0.32567 1.19709
C 8.34599 0.19722 -0.86774
C -2.79887 -0.91828 0.96740
C -4.84802 2.82105 -2.25067
C -5.28465 3.22838 -1.00251
C -5.33751 2.31453 0.03684
C 4.18850 0.86276 1.41228
C -5.01242 -0.01256 0.97962
C -4.47487 1.50422 -2.45671
C 6.46965 1.36294 1.03230
C -0.60752 -1.90810 1.13010
C 6.85915 -0.10098 -0.95593
C -2.77838 -3.25919 -1.69876
C -4.95690 0.98897 -0.14872
C -3.34023 -3.59774 -0.32150
H 6.60033 -0.26156 -2.00445
H 1.96259 -1.49210 1.61113
H -2.83179 1.21109 1.21726
H 6.65635 -1.01532 -0.39612
H -4.80364 3.53390 -3.05947
H -6.01270 -0.46044 1.01566
H 0.00206 -2.79841 1.09991
H -1.86858 -3.82569 -1.88332
H -2.53817 -2.19897 -1.76050
H -3.52916 -4.67143 -0.24217
H -0.42688 1.42474 1.59436
H -4.27646 -3.05911 -0.14824
H 6.20379 1.95398 -1.01863
H 9.59301 1.56103 -1.31562
H -4.82757 0.48184 1.94124
H -5.58310 4.25031 -0.82924
H -4.25030 -0.43036 -1.56924
H 5.55503 1.36144 2.88623
H -4.13967 1.18010 -3.42992
H -3.50873 -3.50284 -2.46567
```

As for the energy relative to the best compared isomer or geometry (same formula, charge and spin): 140.15 kJ/mol. As for the multiplicity: 1. The SMILES is CCOc1cc(/C=N/N=C2/NC(=O)[C@@H](CC(=O)O)S2)ccc1OCc1ccccc1Cl. As for the total charge: 0.

Results of the Löwdin charge analysis, in e, for atoms 1 through 2:
1. Cl 0.712
2. S 1.009

=====

[6]
ORCA calculation (ωB97M-V/def2-TZVPD) on a molecular structure, C11H23O3P2Tb.

Structure (XYZ):
```
40
C11H23O3P2Tb (ωB97M-V/def2-TZVPD)
Tb -1.27099 -0.63560 0.42191
P -3.75031 0.32673 -0.40892
P 1.08705 0.77211 1.78430
O -0.37892 0.28992 2.13591
O 0.78495 -0.05642 -0.05735
O 2.11877 -0.35489 2.28403
C 3.02649 0.78596 -0.63599
C 1.79257 0.04774 -1.08386
C -1.68449 -3.21612 0.73278
C 1.77688 -1.76582 2.42896
C 2.20595 -2.59868 1.25483
C 0.54552 3.92102 -2.04345
C -0.42570 4.08637 -1.00742
C -1.03034 2.27170 -2.38191
C -1.41884 3.11074 -1.14568
C 0.14985 2.83543 -2.88835
C -2.06341 -2.25699 1.86144
H 2.04077 -0.96950 -1.40311
H -1.36402 -4.20705 1.11156
H 3.58762 0.22174 0.11716
H -4.14160 0.42312 -1.78981
H 3.68517 0.90213 -1.50308
H 2.80244 1.78684 -0.25173
H -0.80363 -2.90589 0.08649
H 1.43007 4.53481 -2.17543
H 3.29626 -2.59633 1.12930
H -3.12090 -2.31753 2.13018
H 2.30011 -2.07011 3.34385
H -4.71554 -0.66420 0.00436
H -4.43142 1.49056 0.08663
H -1.60861 1.44575 -2.78428
H 1.31826 0.54183 -1.93767
H 1.75213 -2.27677 0.30786
H 1.90185 -3.63478 1.44003
H -1.44714 -2.38614 2.75858
H 0.65250 2.51022 -3.79766
H 0.69582 -1.86046 2.61703
H -0.44792 4.88446 -0.25650
H -2.53343 -3.40825 0.04945
H -2.31383 2.99233 -0.53442
```

As for the energy relative to the best compared isomer or geometry (same formula, charge and spin): 0.00 kJ/mol. As for the multiplicity: 7. As for the total charge: 0.

Results of the Löwdin charge analysis, in e, for atoms 1 through 2:
1. Tb 1.321
2. P 0.674

=====

[7]
ORCA calculation (ωB97M-V/def2-TZVPD) on 2 unconnected molecules or ions with the total composition C5H11NO.

Structure (XYZ):
```
18
C5H11NO (ωB97M-V/def2-TZVPD)
O 0.87425 0.20757 -1.68383
N -0.32589 -0.43395 0.11715
C -1.51689 -0.96575 0.73744
C 2.23888 1.34816 1.44203
C 1.30865 2.23042 1.08737
C -0.05303 -0.44029 -1.21751
C -0.94894 -1.31820 -2.06884
H -2.42977 -0.44004 0.42562
H -0.85695 -2.36831 -1.76746
H 1.04435 2.35821 0.03980
H 0.25511 0.19904 0.65250
H -1.42072 -0.84866 1.81869
H -0.64548 -1.21512 -3.11059
H -2.00207 -1.03402 -1.96281
H 2.74471 0.74802 0.68910
H -1.64032 -2.03241 0.52056
H 2.51711 1.18639 2.48095
H 0.77375 2.83092 1.81968
```

As for the energy relative to the best compared isomer or geometry (same formula, charge and spin): 116.93 kJ/mol. As for the multiplicity: 1. The SMILES is CNC(C)=O.C=C. As for the total charge: 0.

Results of the Löwdin charge analysis, in e, for atoms 1 through 2:
1. O 0.025
2. N 0.005

=====

[8]
ORCA calculation (ωB97M-V/def2-TZVPD) on a single C23H28ClN3O4 molecule.

Structure (XYZ):
```
59
C23H28ClN3O4 (ωB97M-V/def2-TZVPD)
Cl -3.90678 3.82039 -0.86645
O 0.30517 1.86162 0.73846
O 6.42626 -1.08530 0.44807
O 3.29315 2.62988 1.90898
O -1.73549 -2.71852 2.02142
N 4.68241 0.94232 -0.44143
N -3.52577 -2.54524 0.67622
N 1.64738 0.32555 -1.73954
C -4.02461 2.25713 -0.13532
C -0.06922 -1.45821 -1.65717
C -5.22152 1.56272 -0.20497
C -1.56521 -1.70702 -1.85092
C -4.21852 -0.25626 1.01531
C 3.40244 1.20048 -0.11070
C 0.35561 -1.90991 -0.25981
C -2.92330 1.71694 0.51000
C -4.26565 -1.66118 1.56009
C 5.06292 -0.14490 -1.31765
C -5.30964 0.30510 0.36636
C 5.40119 -1.37982 -0.46768
C 6.06147 -0.02956 1.31392
C -2.24600 -2.89856 0.93559
C -3.02994 0.46292 1.08160
C 2.13615 0.93122 -0.64477
C 5.72271 1.24213 0.52624
C 0.24028 0.02979 -1.87845
C 1.46183 1.66472 0.43676
C 2.82821 1.99346 0.99048
C -1.50005 -3.60865 -0.20012
C 0.00294 -3.37492 -0.01318
C -1.89378 -3.17930 -1.61527
H 6.91730 0.13474 1.96875
H 5.19047 -0.32284 1.91919
H 0.55828 -4.01374 -0.70423
H -6.24114 -0.23994 0.30917
H 5.37888 2.02470 1.20102
H 0.48394 -2.04681 -2.40188
H 1.43303 -1.77586 -0.13410
H -0.14269 -1.29012 0.48662
H -1.85973 -1.42036 -2.86341
H -1.32248 -3.78741 -2.32234
H 2.27051 -0.17317 -2.35869
H -0.08154 0.32447 -2.88354
H -3.77540 -1.71585 2.53488
H 6.60715 1.58414 -0.01971
H 4.26376 -0.36887 -2.02216
H -0.30148 0.63118 -1.14783
H -2.17662 0.03957 1.58957
H -5.29536 -2.01767 1.64528
H 5.77148 -2.19536 -1.09129
H -2.94887 -3.37469 -1.82024
H 0.28017 -3.64364 1.00621
H 4.49589 -1.71044 0.06759
H -1.99251 2.25806 0.56894
H -1.70967 -4.67876 -0.07761
H -6.07192 1.99961 -0.70467
H -2.12112 -1.07908 -1.15112
H 5.95500 0.16240 -1.87328
H -3.89013 -2.63671 -0.25735
```

As for the energy relative to the best compared isomer or geometry (same formula, charge and spin): 0.00 kJ/mol. As for the multiplicity: 1. The SMILES is O=c1c(NC[C@H]2CC[C@@H](C(=O)NCc3ccc(Cl)cc3)CC2)c(N2CCOCC2)c1=O. As for the total charge: 0.

Results of the Löwdin charge analysis, in e, for atoms 1 through 2:
1. Cl 0.669
2. O 0.080